Model 1:
DFT (ωB97M-V with the def2-TZVPD basis set) results for a cluster of 3 separate species, C5H17N2O in total.

Each line ends with the Mulliken charge.
Geometry (Å):
C: -0.56 -1.08 1.31  -0.86
N: 0.89 -0.78 1.16  -0.14
C: 1.25 0.26 2.21  -0.72
C: -1.38 -1.10 0.04  0.07
N: -1.05 0.17 -0.72  -0.36
C: 3.22 0.39 -3.49  -0.75
C: -2.85 -1.05 0.44  -1.30
H: -0.70 -1.93 1.87  0.52
H: -0.96 -0.20 1.80  0.39
H: 0.94 -0.22 0.24  0.29
H: 1.00 -0.08 3.20  0.37
H: 0.77 1.27 2.04  0.28
H: 2.38 0.61 2.11  0.31
H: -1.15 -2.02 -0.50  0.50
H: -0.90 -0.14 -1.69  0.32
H: 2.71 -0.03 -2.61  0.09
H: 3.70 -0.40 -4.28  0.22
H: 4.22 1.04 -3.01  0.20
H: 2.85 1.28 -4.08  0.25
H: -3.33 -1.73 1.02  0.43
H: -3.38 -0.71 -0.39  0.42
H: -2.85 -0.05 0.92  0.35
H: -2.06 2.82 1.01  0.33
H: -1.41 1.49 0.32  0.42
O: -1.34 2.19 1.09  -0.63

Output
LUMO in eV: -9.604
Total charge: +1
Spin multiplicity: 1
HOMO in Ha: -0.5266

Model 2:
DFT (ωB97M-V with the def2-TZVPD basis set) results for a cluster of 3 separate species, C5H17N2O in total.

Each line ends with the Mulliken charge.
Geometry (Å):
N: -4.25 -0.06 1.28  -0.53
C: -2.85 -0.12 0.92  -0.33
C: -2.59 -0.97 -0.33  -0.47
N: 1.74 1.15 0.81  -0.27
C: 2.71 0.81 -1.44  -1.10
C: 2.75 0.46 0.07  0.32
C: 2.60 -1.04 0.37  -1.25
H: -4.81 0.17 0.47  0.28
H: 1.94 2.12 1.07  0.33
H: -4.61 -0.97 1.57  0.28
H: -2.53 0.91 0.79  0.31
H: -2.28 -0.50 1.77  0.34
H: -2.26 -1.97 -0.09  0.31
H: -3.41 -0.98 -1.05  0.38
H: -1.72 -0.40 -0.82  0.02
H: 2.86 1.88 -1.59  0.35
H: 3.55 0.31 -1.93  0.37
H: 1.78 0.37 -1.80  0.25
H: 3.74 0.75 0.42  0.44
H: 3.49 -1.58 0.05  0.38
H: 1.72 -1.43 -0.13  0.27
H: 2.59 -1.17 1.44  0.36
H: 0.82 1.10 0.34  0.30
H: -0.69 0.83 -1.48  0.33
O: -0.30 0.35 -0.72  -0.70

Output
LUMO in eV: -9.061
Total charge: +1
Spin multiplicity: 1
HOMO in Ha: -0.4780

It is model 1 that is the least stable of them.

Model 1:
DFT (ωB97M-V with the def2-TZVPD basis set) results for a cluster of 9 separate species, C4H26N8O9 in total.

Each line ends with the Mulliken charge.
Geometry (Å):
C: 0.11 -1.70 3.61  0.54
O: -0.18 -2.14 4.71  -0.71
N: 1.41 -1.73 3.17  -0.24
N: -0.81 -1.22 2.72  -0.24
H: 2.14 -2.01 3.80  0.18
H: 1.64 -1.44 2.24  0.17
H: -1.77 -1.17 3.01  0.19
H: -0.42 -0.90 1.84  0.31
C: -1.72 -0.69 -2.65  0.65
O: -0.53 -0.38 -2.43  -0.85
N: -2.01 -1.71 -3.51  -0.47
N: -2.79 -0.01 -2.13  -0.34
H: -2.94 -2.08 -3.59  0.17
H: -1.24 -2.09 -4.03  0.24
H: -2.62 0.76 -1.51  0.21
H: -3.66 -0.10 -2.61  0.20
C: 2.33 -4.25 0.41  0.58
O: 2.01 -5.41 0.65  -0.68
N: 1.93 -3.60 -0.74  -0.29
N: 3.09 -3.49 1.27  -0.32
H: 1.44 -4.19 -1.38  0.18
H: 2.23 -2.66 -0.94  0.18
H: 3.36 -3.87 2.15  0.19
H: 3.44 -2.62 0.92  0.21
C: -2.07 3.35 -0.51  0.73
O: -1.52 2.23 -0.51  -0.64
N: -1.59 4.39 -1.23  -0.40
N: -3.17 3.55 0.27  -0.41
H: -2.03 5.29 -1.16  0.17
H: -0.74 4.25 -1.74  0.20
H: -3.59 4.45 0.39  0.14
H: -3.52 2.75 0.77  0.25
O: 0.94 2.03 -2.53  -0.63
H: 0.66 2.69 -3.18  0.29
H: 0.18 1.42 -2.45  0.40
O: -1.50 2.04 2.56  -0.67
H: -1.18 2.28 1.67  0.31
H: -0.92 1.33 2.84  0.32
O: 1.73 2.40 0.42  -0.59
H: 2.42 3.05 0.26  0.26
H: 1.18 2.42 -0.39  0.31
O: 3.40 -0.77 0.03  -0.65
H: 4.08 -0.31 -0.47  0.28
H: 2.81 -0.06 0.34  0.28
O: 0.12 -0.17 0.24  -0.52
H: -0.42 0.62 0.08  0.14
H: 0.31 -0.51 -0.65  0.36

Output
LUMO in eV: -0.116
Spin multiplicity: 1
HOMO in Ha: -0.3244
SMILES: NC(N)=O.NC(N)=O.NC(N)=O.NC(N)=O.O.O.O.O.O

Model 2:
DFT (ωB97M-V with the def2-TZVPD basis set) results for a cluster of 9 separate species, C4H26N8O9 in total.

Each line ends with the Mulliken charge.
Geometry (Å):
O: 4.44 0.46 -1.47  -0.69
H: 3.89 0.75 -0.74  0.40
H: 3.88 -0.14 -1.97  0.33
O: 0.16 0.65 -0.77  -0.34
H: -0.51 0.06 -0.41  0.22
H: 0.99 0.18 -0.64  0.19
O: -0.13 3.62 -0.16  -0.65
H: 0.20 2.73 -0.05  0.36
H: -0.40 3.67 -1.07  0.29
O: 2.65 1.42 0.60  -0.63
H: 3.37 1.92 0.98  0.27
H: 2.08 1.21 1.34  0.27
O: -0.12 0.34 -3.65  -0.64
H: -0.69 0.92 -3.15  0.31
H: 0.76 0.48 -3.28  0.32
C: -2.66 0.51 2.54  0.90
O: -2.24 1.43 1.93  -0.66
N: -2.94 -0.71 2.00  -0.28
N: -2.83 0.56 3.83  -0.50
H: -2.92 -0.88 1.01  0.17
H: -3.23 -1.38 2.70  0.16
H: -2.54 1.44 4.23  0.23
H: -3.23 -0.18 4.39  0.13
C: 1.32 -1.23 2.40  0.47
O: 0.36 -1.12 3.15  -0.67
N: 1.37 -1.67 1.13  -0.29
N: 2.51 -0.83 2.71  -0.34
H: 0.49 -2.01 0.78  0.23
H: 2.16 -1.42 0.56  0.13
H: 3.17 -0.98 1.97  0.19
H: 2.70 -0.38 3.59  0.20
C: -4.56 1.67 -1.09  0.56
O: -5.14 2.22 -2.03  -0.71
N: -4.51 2.15 0.08  -0.33
N: -3.79 0.54 -1.13  -0.32
H: -3.88 1.81 0.78  0.19
H: -4.97 3.05 0.09  0.18
H: -3.61 0.11 -2.02  0.21
H: -3.23 0.34 -0.31  0.09
C: 2.54 -2.29 -2.04  0.74
O: 2.31 -1.25 -1.46  -0.59
N: 3.81 -2.58 -2.27  -0.44
N: 1.68 -3.09 -2.66  -0.41
H: 4.61 -1.97 -2.11  0.17
H: 4.06 -3.54 -2.44  0.17
H: 1.90 -3.77 -3.36  0.19
H: 0.72 -2.83 -2.49  0.23

Output
LUMO in eV: 0.015
Spin multiplicity: 1
HOMO in Ha: -0.3420
SMILES: NC(N)=O.NC(N)=O.NC(N)=O.NC(N)=O.O.O.O.O.O

It is model 2 that is the least stable of them.

Model 1:
DFT (ωB97M-V with the def2-TZVPD basis set) results for a structure of composition C13H16NO2PdS3Sb.

Each line ends with the Löwdin spin population.
Geometry (Å):
Pd: 0.18 0.07 0.05  1.22
C: 3.99 0.85 0.87  0.01
C: 2.97 -0.01 0.19  0.08
C: 2.42 -1.13 0.83  0.05
C: 1.54 -2.00 0.18  0.05
C: 1.05 -3.25 0.85  0.02
C: 1.16 -1.70 -1.14  0.04
C: 1.69 -0.58 -1.82  0.04
C: 1.32 -0.30 -3.25  0.00
C: 2.55 0.27 -1.12  0.06
H: 4.99 0.55 0.52  0.00
H: 3.96 0.72 1.95  0.00
H: 3.84 1.89 0.63  0.00
H: 2.71 -1.34 1.86  0.00
H: 1.78 -4.05 0.69  0.00
H: 0.11 -3.59 0.43  0.01
H: 0.94 -3.11 1.92  0.00
H: 0.49 -2.37 -1.67  0.01
H: 2.14 -0.63 -3.90  0.00
H: 1.17 0.76 -3.42  0.00
H: 0.42 -0.84 -3.54  0.00
H: 2.93 1.16 -1.61  0.00
S: -2.56 -2.20 -1.29  1.43
Sb: -3.17 -0.15 0.19  0.03
S: -1.71 0.43 -1.59  0.78
S: -1.40 -1.10 1.58  1.02
O: 1.77 2.96 0.69  0.00
C: 0.63 3.03 1.07  0.01
C: -0.02 4.20 1.76  0.00
C: -1.47 3.77 1.94  0.00
C: -1.49 2.38 1.34  0.01
O: -2.55 1.70 1.30  0.02
N: -0.30 2.00 0.89  0.10
H: 0.09 5.09 1.14  0.00
H: 0.50 4.39 2.70  0.00
H: -2.19 4.39 1.41  0.00
H: -1.80 3.71 2.98  0.00

Output
LUMO (spin up / spin down) in eV: -3.196 / -6.619
<S²>: 8.78
Total charge: +1
Spin multiplicity: 6
HOMO (spin up / spin down) in Ha: -0.4287 / -0.4622

Model 2:
DFT (ωB97M-V with the def2-TZVPD basis set) results for a structure of composition C13H16NO2PdS3Sb.

Each line ends with the Löwdin spin population.
Geometry (Å):
Pd: 0.50 -0.85 -0.06  1.24
C: -2.77 -0.34 -1.72  0.00
C: -2.11 -0.62 -0.40  0.05
C: -1.76 -1.93 -0.02  0.07
C: -1.14 -2.20 1.20  0.03
C: -0.84 -3.62 1.61  0.00
C: -0.83 -1.12 2.05  0.04
C: -1.17 0.19 1.71  0.04
C: -0.85 1.33 2.64  0.00
C: -1.81 0.42 0.48  0.08
H: -3.77 0.06 -1.57  0.00
H: -2.84 -1.24 -2.32  0.00
H: -2.19 0.40 -2.28  0.00
H: -1.99 -2.75 -0.70  0.00
H: -1.67 -4.02 2.19  0.00
H: 0.05 -3.67 2.24  0.00
H: -0.70 -4.26 0.74  0.00
H: -0.33 -1.32 2.99  0.00
H: -0.96 2.29 2.14  0.00
H: 0.18 1.25 3.00  0.00
H: -1.52 1.31 3.50  0.00
H: -2.06 1.44 0.20  0.00
S: 4.18 -1.31 -2.63  0.93
Sb: 2.57 -2.82 -1.82  0.13
S: 2.57 -1.96 0.49  1.02
S: 0.61 -1.51 -2.43  0.89
O: 2.12 1.67 1.45  0.00
C: 1.96 1.89 0.27  0.01
C: 2.29 3.17 -0.47  0.01
C: 1.83 2.91 -1.90  0.02
C: 1.32 1.48 -1.85  0.03
O: 0.94 0.85 -2.85  0.25
N: 1.38 0.98 -0.60  0.13
H: 3.37 3.34 -0.40  0.00
H: 1.80 4.01 0.01  0.00
H: 2.62 2.97 -2.65  0.00
H: 1.02 3.56 -2.24  0.00

Output
LUMO (spin up / spin down) in eV: -3.277 / -6.371
<S²>: 8.78
Total charge: +1
Spin multiplicity: 6
HOMO (spin up / spin down) in Ha: -0.4320 / -0.4604

It is model 2 that is the least stable of them.

Model 1:
DFT (ωB97M-V with the def2-TZVPD basis set) results for a structure of composition C44H31F13N3O6PSn.

Each line ends with the Mulliken charge.
Geometry (Å):
Sn: -0.08 2.10 -0.81  1.23
C: -3.30 -4.04 -2.16  -1.76
C: -2.94 -2.67 -1.65  0.70
C: -3.00 -2.34 -0.30  -1.13
C: -2.74 -1.06 0.12  0.13
C: -2.42 -0.02 -0.78  0.29
N: -2.19 1.25 -0.27  0.36
C: -3.22 1.86 0.39  -0.43
C: -4.55 1.43 0.17  -0.12
C: -5.64 2.04 0.75  -1.35
C: -5.48 3.13 1.59  0.58
C: -6.67 3.83 2.20  -1.67
C: -4.19 3.59 1.80  -0.46
C: -3.07 3.00 1.23  -0.48
C: -1.68 3.60 1.46  2.08
O: -0.94 3.77 0.33  -1.21
C: -1.74 5.03 2.08  0.15
F: -2.49 5.86 1.32  -0.26
F: -2.24 5.12 3.34  -0.28
F: -0.51 5.59 2.14  -0.24
C: -0.92 2.72 2.52  0.37
F: -0.72 1.45 2.10  0.17
F: -1.61 2.61 3.69  -0.37
F: 0.29 3.20 2.84  -0.28
C: -2.33 -0.35 -2.15  -0.56
C: -2.60 -1.66 -2.54  -0.51
C: -1.98 0.74 -3.18  2.17
O: -0.91 1.51 -2.87  -1.13
C: -1.62 0.12 -4.58  0.08
F: -2.66 -0.45 -5.26  -0.31
F: -1.10 1.04 -5.41  -0.29
F: -0.68 -0.85 -4.45  -0.15
C: -3.26 1.61 -3.44  0.32
F: -3.22 2.28 -4.62  -0.33
F: -4.39 0.85 -3.50  -0.32
F: -3.46 2.53 -2.50  -0.15
H: -3.41 -4.74 -1.33  0.38
H: -2.54 -4.43 -2.84  0.32
H: -4.24 -4.00 -2.70  0.39
H: -3.24 -3.11 0.43  0.13
H: -2.79 -0.80 1.17  0.66
H: -4.72 0.61 -0.51  0.46
H: -6.64 1.69 0.51  0.30
H: -7.55 3.19 2.19  0.39
H: -6.92 4.74 1.65  0.28
H: -6.48 4.12 3.24  0.37
H: -4.08 4.45 2.44  0.46
H: -2.59 -1.93 -3.59  0.44
C: 0.86 -6.46 -0.72  -0.52
C: 1.41 -5.87 0.41  -0.76
C: 1.31 -4.50 0.60  -0.42
C: 0.67 -3.70 -0.34  0.31
C: 0.13 -4.30 -1.47  -0.53
C: 0.23 -5.67 -1.67  -0.71
P: 0.52 -1.85 -0.20  1.62
C: 2.11 -1.44 -1.02  0.03
C: 2.03 -0.64 -2.17  -0.10
C: 3.17 -0.34 -2.90  -0.92
C: 4.40 -0.82 -2.49  -0.67
C: 4.50 -1.61 -1.35  -0.73
C: 3.36 -1.93 -0.63  -0.27
C: 0.84 -1.67 1.60  0.20
C: 1.90 -0.97 2.16  -0.22
C: 1.97 -0.80 3.54  -0.40
C: 0.98 -1.31 4.36  -0.69
C: -0.09 -2.00 3.81  -0.65
C: -0.15 -2.18 2.44  -0.67
H: 0.93 -7.53 -0.86  0.36
H: 1.91 -6.49 1.15  0.39
H: 1.73 -4.06 1.50  0.35
H: -0.37 -3.67 -2.20  0.45
H: -0.20 -6.12 -2.55  0.40
H: 1.07 -0.26 -2.48  0.44
H: 3.09 0.28 -3.78  0.45
H: 5.30 -0.58 -3.05  0.39
H: 5.46 -1.98 -1.02  0.53
H: 3.44 -2.56 0.25  0.33
H: 2.66 -0.54 1.53  0.12
H: 2.79 -0.24 3.97  0.44
H: 1.03 -1.16 5.43  0.32
H: -0.88 -2.38 4.44  0.37
H: -0.98 -2.72 2.00  0.36
F: 6.87 1.19 -1.95  -0.44
C: 6.44 1.17 -0.68  0.41
C: 5.61 2.13 -0.24  -0.13
N: 5.17 2.19 1.06  0.16
C: 4.09 3.12 1.38  -1.12
C: 2.95 2.86 0.32  0.51
O: 2.90 3.67 -0.62  -0.73
O: 2.31 1.80 0.50  -0.47
C: 5.62 1.29 2.00  0.43
O: 5.40 1.36 3.19  -0.67
N: 6.41 0.27 1.48  0.00
C: 6.89 0.10 0.18  0.31
O: 7.60 -0.84 -0.11  -0.71
H: 5.21 2.88 -0.91  0.54
H: 4.43 4.15 1.30  0.22
H: 3.73 2.91 2.38  0.44
H: 6.66 -0.45 2.13  0.22

Output
LUMO in eV: 4.050
Total charge: -2
Spin multiplicity: 1
HOMO in Ha: -0.0741

Model 2:
DFT (ωB97M-V with the def2-TZVPD basis set) results for a structure of composition C44H31F13N3O6PSn.

Each line ends with the Mulliken charge.
Geometry (Å):
Sn: 0.30 0.32 1.14  1.13
C: 3.53 1.43 -5.06  -1.79
C: 2.61 1.50 -3.86  0.82
C: 1.22 1.48 -4.00  -1.24
C: 0.41 1.60 -2.89  0.28
C: 0.93 1.76 -1.60  0.16
N: 0.02 1.88 -0.54  0.48
C: -0.85 2.94 -0.58  -0.32
C: -0.56 4.06 -1.41  -0.14
C: -1.36 5.18 -1.48  -1.31
C: -2.52 5.27 -0.72  0.58
C: -3.40 6.50 -0.75  -1.71
C: -2.81 4.20 0.11  -0.75
C: -2.03 3.05 0.20  -0.31
C: -2.39 1.93 1.19  1.94
O: -1.33 1.48 1.93  -1.21
C: -3.42 2.41 2.28  0.19
F: -2.95 3.51 2.91  -0.26
F: -4.66 2.72 1.83  -0.27
F: -3.60 1.48 3.23  -0.23
C: -3.10 0.75 0.41  0.49
F: -2.27 0.18 -0.49  0.12
F: -4.19 1.17 -0.28  -0.37
F: -3.50 -0.24 1.23  -0.27
C: 2.33 1.77 -1.44  -0.64
C: 3.13 1.64 -2.58  -0.60
C: 2.95 1.94 -0.02  2.16
O: 2.39 1.17 0.94  -1.07
C: 4.47 1.55 -0.03  0.08
F: 5.28 2.41 -0.71  -0.31
F: 4.98 1.46 1.21  -0.29
F: 4.64 0.33 -0.59  -0.12
C: 2.89 3.47 0.38  0.38
F: 3.77 3.78 1.36  -0.33
F: 3.19 4.28 -0.67  -0.32
F: 1.69 3.81 0.83  -0.15
H: 2.97 1.18 -5.96  0.36
H: 4.31 0.68 -4.92  0.31
H: 4.02 2.39 -5.22  0.38
H: 0.78 1.35 -4.99  0.17
H: -0.67 1.58 -2.99  0.64
H: 0.36 4.04 -1.99  0.44
H: -1.07 6.01 -2.11  0.31
H: -3.21 7.09 -1.65  0.39
H: -3.22 7.15 0.12  0.28
H: -4.46 6.24 -0.74  0.37
H: -3.71 4.28 0.71  0.46
H: 4.20 1.67 -2.50  0.43
C: 3.36 -3.58 -5.87  -0.49
C: 2.09 -4.06 -5.55  -0.69
C: 1.40 -3.55 -4.46  -0.35
C: 1.96 -2.54 -3.67  0.23
C: 3.22 -2.06 -4.00  -0.46
C: 3.92 -2.58 -5.09  -0.66
P: 1.16 -1.79 -2.17  1.57
C: 1.82 -2.96 -0.91  0.02
C: 2.58 -2.40 0.12  -0.03
C: 3.18 -3.21 1.08  -0.86
C: 3.02 -4.59 1.02  -0.52
C: 2.27 -5.16 0.00  -0.72
C: 1.68 -4.35 -0.96  -0.25
C: -0.59 -2.30 -2.42  0.25
C: -1.34 -3.07 -1.55  -0.33
C: -2.70 -3.29 -1.78  -0.26
C: -3.31 -2.73 -2.89  -0.71
C: -2.57 -1.94 -3.77  -0.66
C: -1.22 -1.73 -3.53  -0.72
H: 3.89 -3.98 -6.72  0.35
H: 1.64 -4.85 -6.15  0.39
H: 0.41 -3.93 -4.22  0.36
H: 3.66 -1.28 -3.40  0.34
H: 4.91 -2.20 -5.33  0.41
H: 2.70 -1.32 0.17  0.34
H: 3.76 -2.76 1.87  0.45
H: 3.48 -5.22 1.77  0.40
H: 2.14 -6.23 -0.04  0.43
H: 1.10 -4.80 -1.76  0.31
H: -0.88 -3.47 -0.65  0.11
H: -3.28 -3.87 -1.08  0.41
H: -4.37 -2.88 -3.06  0.34
H: -3.05 -1.48 -4.63  0.36
H: -0.64 -1.11 -4.21  0.40
F: 1.21 -6.63 3.80  -0.42
C: 0.09 -6.32 3.13  0.39
C: -0.53 -5.16 3.34  -0.14
N: -1.71 -4.82 2.71  0.15
C: -2.23 -3.44 2.89  -1.15
C: -1.08 -2.45 2.59  0.48
O: -0.52 -1.95 3.59  -0.74
O: -0.85 -2.28 1.36  -0.44
C: -2.31 -5.68 1.83  0.48
O: -3.40 -5.50 1.31  -0.67
N: -1.58 -6.83 1.57  -0.04
C: -0.39 -7.27 2.16  0.34
O: 0.11 -8.33 1.85  -0.70
H: -0.13 -4.41 4.01  0.53
H: -2.56 -3.32 3.92  0.19
H: -3.05 -3.30 2.20  0.46
H: -1.97 -7.44 0.87  0.21

Output
LUMO in eV: 4.044
Total charge: -2
Spin multiplicity: 1
HOMO in Ha: -0.0765

It is model 1 that is the least stable of them.